This record from OMol25 describes a structure of composition C7H6Br2O at a distorted geometry. The level of theory is wB97M-V/def2-TZVPD.

Each line ends with the Löwdin spin population.
Geometry (Å):
C -1.11 -0.39 -2.04  0.0045
C -1.14 -1.11 -0.85  0.0069
C -0.80 0.86 -1.66  0.0097
C -0.64 -0.33 0.15  0.0029
C 0.12 0.36 2.36  0.0067
C -0.38 -0.56 1.52  0.0032
C 3.08 0.05 0.36  1.3761
O -0.45 0.93 -0.35  0.0050
Br 2.20 -0.51 -1.09  0.3192
Br 2.93 1.93 0.54  0.2642
H -1.55 -0.83 -3.06  -0.0001
H -1.44 -2.10 -0.90  0.0002
H -0.61 1.70 -2.18  0.0003
H 0.43 1.23 1.86  0.0013
H 0.16 0.25 3.42  -0.0002
H -0.79 -1.49 1.93  0.0000

## Properties
Expectation value of S² ... 2.010
HOMO (spin up / spin down) ... -0.2897 / -0.3011 Eh
LUMO (spin up / spin down) ... 0.026 / -0.074 hartree
Multiplicity ... 3